DFT (ωB97M-V/def2-TZVPD) results for C6H10S2 in the gas phase.

Each line ends with the Mulliken charge.
Geometry (Å):
C  -1.41  1.34  0.30  -1.64
C  -0.68  -0.01  0.05  0.94
C  0.25  0.23  -1.24  -0.80
C  1.54  0.33  -0.48  -0.08
C  1.44  -0.92  0.35  -0.04
C  0.28  -0.52  1.20  -1.04
H  -2.01  1.64  -0.61  0.41
H  -0.70  2.18  0.51  0.29
H  -2.15  1.12  1.11  0.44
H  -1.13  -2.26  -0.65  0.12
H  0.30  -0.69  -1.85  0.31
H  -0.03  1.12  -1.86  0.29
H  1.51  1.18  0.12  0.21
H  1.26  -1.88  -0.16  0.24
H  -0.15  -1.37  1.72  0.34
H  0.47  0.24  1.94  0.32
S  -1.94  -1.25  -0.31  -0.16
S  3.17  -0.49  -0.14  -0.13

The calculation puts the frontier orbital gap at 9.663 eV. The charge is 0. The LUMO energy is 0.0274 Ha. The value obtained for the energy relative to the best compared isomer or geometry (same formula, charge and spin) is 59.8 kcal per mole.

DFT (ωB97M-V/def2-TZVPD) results for C6H10Si in the gas phase.

Each line ends with the Mulliken charge.
Geometry (Å):
C  -1.01  1.22  -0.54  -0.06
C  -1.97  1.07  0.36  -0.78
C  -0.17  0.15  -0.98  -0.49
C  1.16  -0.36  -0.23  -0.31
C  0.12  -1.10  -0.21  0.82
C  -0.76  -2.06  0.44  -1.06
Si  2.63  0.60  0.20  0.31
H  -0.82  2.25  -0.81  0.32
H  -2.51  1.98  0.59  0.25
H  -0.23  0.04  -2.05  0.35
H  -2.20  0.17  0.86  0.10
H  -0.36  -2.93  1.09  0.30
H  -1.38  -2.31  -0.37  0.38
H  -1.46  -1.50  1.16  0.21
H  2.40  1.65  1.10  -0.12
H  2.92  1.39  -1.21  -0.08
H  3.65  -0.25  0.57  -0.15

The calculation puts the frontier orbital gap at 9.842 eV. The charge is 0. The LUMO energy is 0.0328 Ha. The value obtained for the energy relative to the best compared isomer or geometry (same formula, charge and spin) is 54.8 kcal per mole.

DFT (ωB97M-V/def2-TZVPD) results for a gas-phase ion, C6H11BN3O2 (charge +1).

Each line ends with the Mulliken charge.
Geometry (Å):
B  -1.64  0.59  -0.94  0.51
C  1.42  1.68  1.01  -0.77
C  2.12  0.52  1.19  -0.56
C  -0.30  0.42  -0.12  0.44
C  0.16  1.68  0.39  0.85
C  0.50  -0.71  0.11  -0.34
C  -0.05  -2.14  -0.43  -0.40
N  1.65  -0.63  0.76  -0.03
N  -0.51  2.77  0.56  -0.32
N  0.86  -3.26  0.01  -0.59
O  -2.75  1.02  -0.38  -0.44
O  -1.61  0.22  -2.22  -0.54
H  1.88  2.51  1.52  0.31
H  3.03  0.49  1.73  0.40
H  -1.11  -2.20  -0.04  0.29
H  -0.03  -1.85  -1.51  0.33
H  2.19  -1.44  1.08  0.34
H  -0.06  3.49  1.12  0.24
H  -1.28  3.13  0.05  0.20
H  0.39  -3.88  0.64  0.24
H  1.01  -3.74  -0.80  0.24
H  -3.47  1.21  -0.98  0.31
H  -2.40  0.12  -2.75  0.31

The calculation puts the frontier orbital gap at 10.144 eV. The charge is +1. The LUMO energy is -0.1068 Ha. The value obtained for the energy relative to the best compared isomer or geometry (same formula, charge and spin) is 0.0 kcal per mole.

DFT (ωB97M-V/def2-TZVPD) results for a gas-phase ion, C6H11BNO3 (charge +1).

Each line ends with the Mulliken charge.
Geometry (Å):
B  2.01  -0.29  0.06  0.66
C  -1.40  -2.12  -0.40  -0.56
C  -2.15  -1.07  -0.03  -0.54
C  -0.05  -1.94  0.10  -0.41
C  -1.70  0.13  0.63  -0.49
C  0.75  -1.04  -0.56  -0.90
C  -0.75  1.02  0.29  0.31
N  -0.39  1.48  -1.03  -0.16
O  2.06  1.01  -0.56  -0.61
O  2.93  -0.61  0.98  -0.51
O  -0.19  2.06  1.06  -0.48
H  -1.83  -2.98  -0.87  0.49
H  -3.15  -1.08  -0.24  0.54
H  0.32  -2.40  0.90  0.54
H  -1.87  -0.05  1.69  0.30
H  0.38  -0.57  -1.38  0.75
H  0.73  1.47  -0.85  0.45
H  -0.86  2.42  -1.02  0.38
H  -0.46  1.03  -1.95  0.31
H  2.83  1.49  -0.31  0.28
H  3.34  -0.02  1.60  0.33
H  -0.55  2.04  1.91  0.34

The calculation puts the frontier orbital gap at 9.686 eV. The charge is +1. The LUMO energy is -0.1201 Ha. The value obtained for the energy relative to the best compared isomer or geometry (same formula, charge and spin) is 68.8 kcal per mole.